ORCA calculation (ωB97M-V/def2-TZVPD) on a structure of composition C4H10BN.

Element x y z (Å)
B1 -0.1279 -1.4213 0.1896
C1 -0.2486 1.0999 -0.0646
C2 -1.6859 0.6680 0.0540
C3 0.7014 -0.0887 0.3509
C4 2.0420 -0.1268 -0.3876
N1 -1.8735 -0.7218 -0.3271
H1 0.0310 -2.6482 0.2259
H2 0.0401 1.2461 -1.0406
H3 -0.0974 2.0212 0.3859
H4 -1.9789 0.6493 1.1152
H5 -2.3069 1.2764 -0.6040
H6 0.7860 -0.0577 1.5309
H7 2.8432 0.4079 0.0647
H8 1.8906 -0.0258 -1.5248
H9 2.4615 -1.1481 -0.3294
H10 -2.4767 -1.1303 0.3610

Forces on the atoms, in the same order (eV/Å):
-3.92 1.51 -1.57
0.22 -2.77 0.70
-0.34 -0.53 0.58
-0.99 -0.17 1.88
-0.30 -2.02 -1.21
4.86 -2.29 0.71
0.00 1.26 0.10
0.15 0.44 -2.71
0.56 1.63 1.39
-0.15 1.27 -0.18
-0.24 0.38 0.44
0.33 -0.09 -1.86
0.37 1.32 -0.13
0.36 0.55 1.80
-0.31 0.06 0.05
-0.59 -0.57 0.02

Its multiplicity is 1. Its strongest force on any atom is 0.105 hartree/bohr. The total charge is 0. For the relative energy (zero: lowest compared OMol25 entry of this formula, charge and spin), the calculation gives 274.0 kJ/mol.

***

ORCA calculation (ωB97M-V/def2-TZVPD) on the molecule C4H10BNO5.

Element x y z (Å)
C1 -0.0063 -2.6430 0.5725
C2 -1.0147 -1.6600 0.0212
O1 -0.6849 -0.3453 0.5107
N1 -0.9544 0.6379 -0.4804
B1 0.3586 0.9261 -1.1473
O2 0.6558 0.1225 -2.2005
O3 1.2387 1.8649 -0.6752
C3 2.0987 1.4999 0.4021
C4 -1.6962 1.7100 -0.0380
O4 -1.6816 2.7438 -0.6401
O5 -2.5174 1.4584 1.0146
H1 -0.1871 -2.8484 1.6282
H2 1.0007 -2.2312 0.4847
H3 -0.0472 -3.5800 0.0161
H4 -2.0297 -1.8995 0.3542
H5 -1.0107 -1.6456 -1.0684
H6 1.4939 0.3741 -2.6065
H7 2.7465 2.3507 0.6022
H8 2.7150 0.6341 0.1402
H9 1.5256 1.2659 1.3028
H10 -2.0031 1.2648 1.8071

Forces on the atoms, in the same order (eV/Å):
0.07 0.10 0.14
-0.29 -0.08 0.03
0.13 -0.13 -0.20
0.48 0.08 0.39
-0.08 0.00 -0.01
-0.05 0.18 -0.13
0.07 -0.21 -0.07
-0.05 0.15 0.06
-0.19 -0.34 -0.04
-0.17 0.28 -0.18
-0.03 0.46 0.14
0.01 -0.03 -0.03
-0.01 -0.05 -0.10
-0.05 0.00 0.07
0.02 0.00 -0.07
0.11 0.08 0.05
0.02 -0.11 0.07
-0.01 -0.04 0.00
-0.02 0.04 0.00
0.01 0.00 -0.02
0.02 -0.37 -0.09

Its multiplicity is 1. Its strongest force on any atom is 0.012 hartree/bohr. The total charge is 0.

***

| no. | E_LUMO (eV) |
| --- | --- |
| 1 | 0.5 |
| 2 | 0.5 |